A structure of composition C32H47N3O3P2STa at a distorted geometry, computed with wB97M-V/def2-TZVPD.

XYZ file:
```
89
Properties=species:S:1:pos:R:3:mulliken_charge:R:1
Ta -0.50733 -0.01960 0.03747 1.026
S -0.79623 3.76280 0.78777 0.305
P -0.19373 -2.03060 -1.82953 0.678
P -0.28863 -0.15510 2.66807 0.393
O -0.79513 0.65060 -1.64033 -0.294
O -1.07583 2.25040 0.51207 -0.693
O -1.28823 2.17380 -3.19953 -0.533
N -3.24213 0.76700 -0.58633 -0.543
N 1.34837 -0.75810 0.26227 0.726
N -2.87743 1.48820 -1.75423 0.121
C 0.07387 1.51950 3.42247 0.822
C 0.35757 -4.03150 0.02467 -1.316
C -0.46543 4.51720 -0.80563 0.736
C 1.10817 -4.42850 -2.35813 -1.494
C 3.78737 -2.28430 2.63907 -1.103
C 4.03257 -0.25830 -2.26413 -0.964
C 3.37007 -0.24430 -1.04693 -0.332
C 1.98347 -1.18510 1.43537 0.720
C 0.84597 4.95250 -0.96603 -0.709
C -2.45743 4.40340 1.13797 -1.159
C -1.38713 -2.61720 3.27257 -1.432
C 3.21717 -1.85330 1.45397 -0.425
C 3.41547 -0.77040 -3.39593 -0.896
C 1.32667 2.06720 2.73337 -1.397
C 1.32067 -1.00700 2.67337 -0.463
C -0.98333 5.23430 -3.03013 -0.699
C 2.08787 -0.78590 -0.93933 0.480
C 1.47027 -1.32510 -2.08813 0.283
C -1.38783 4.67350 -1.83023 -0.164
C 1.23967 5.52410 -2.16253 -0.654
C -1.60493 1.48610 -2.27223 0.131
C -2.74013 -2.09340 -2.80473 -1.319
C 2.13457 -1.29740 -3.30783 -1.004
C 0.03197 -3.84170 -1.44953 0.620
C 3.13207 -2.09230 3.84547 -0.984
C -1.43863 -1.16180 3.73067 0.519
C -1.31253 -1.86350 -3.31263 0.685
C -2.85503 -0.60660 3.59157 -1.386
C 1.89877 -1.45850 3.85497 -0.727
C 0.32627 5.66240 -3.19793 -0.606
C 0.25627 1.51100 4.93697 -1.511
C -1.02973 -2.79560 -4.49023 -1.627
H -0.60863 1.11980 5.46817 0.400
H 5.02967 0.15140 -2.32653 0.503
H -2.40793 4.34250 -1.72043 0.350
H 1.65737 -1.68440 -4.19383 0.296
H 3.56797 -2.44380 4.76627 0.532
H -3.45003 -1.77950 -3.56733 0.448
H 1.32867 -3.60770 0.27067 0.190
H 0.62947 6.11320 -4.13133 0.444
H -2.38483 5.48640 1.18377 0.489
H -1.20063 -0.82130 -3.63543 0.372
H 1.50367 3.08590 3.06977 0.563
H 1.14847 -5.50700 -2.20933 0.487
H -1.77173 -2.70930 2.25167 0.232
H 3.92727 -0.75330 -4.34683 0.527
H -1.74863 -2.57390 -5.27923 0.510
H -3.15873 4.12340 0.36097 0.317
H -0.40453 -3.57290 0.65437 0.134
H -3.54543 -1.18630 4.20287 0.451
H 1.22967 2.07640 1.64347 0.126
H -0.37673 -3.02010 3.31677 0.322
H 1.38147 -1.32150 4.79307 0.536
H 1.14467 0.95320 5.22047 0.298
H -0.03903 -2.66290 -4.91713 0.360
H 0.39017 -5.09270 0.25907 0.557
H -0.92853 -4.31860 -1.66973 0.674
H -1.68853 5.32900 -3.84173 0.454
H 4.74757 -2.77690 2.62007 0.494
H -2.91973 -3.14860 -2.60503 0.444
H 1.55127 4.85880 -0.15493 0.471
H 2.19707 1.47220 3.00657 0.373
H -3.53183 1.42450 0.14537 0.216
H -2.77993 4.02310 2.10337 0.405
H -2.01173 -3.22720 3.92277 0.547
H 3.83937 0.20420 -0.18243 0.725
H -3.56803 2.04430 -2.24923 0.313
H 2.25707 5.86360 -2.28233 0.450
H 2.08877 -4.01560 -2.13363 0.286
H -4.06423 0.19090 -0.79423 0.352
H 3.73407 -2.06050 0.53147 0.614
H -0.78593 2.15160 3.16717 0.258
H -2.91873 0.42840 3.91927 0.397
H 0.39897 2.53670 5.27307 0.496
H -1.17113 -3.84030 -4.22473 0.388
H -3.19203 -0.67130 2.55167 0.246
H 0.89507 -4.24970 -3.40773 0.367
H -1.09683 -1.08000 4.76957 0.661
H -2.93183 -1.53310 -1.88693 0.113
```

- Net charge: +3
- Multiplicity: 1
- Energy relative to the best compared isomer or geometry (same formula, charge and spin): 59.1 kcal/mol



A cluster of 7 separate species, C32H47N6O4P in total, computed with wB97M-V/def2-TZVPD.

XYZ file:
```
90
Properties=species:S:1:pos:R:3:mulliken_charge:R:1
P -1.43920 3.84493 1.48418 0.496
O 0.87873 2.40078 1.07633 -0.379
O -3.18413 4.88428 4.75179 -0.498
O -4.01270 2.06498 4.37236 -0.562
O -4.34195 3.88499 3.07554 -0.283
N 7.97222 -4.06225 -0.20839 0.040
N 5.16456 1.04193 -9.05030 0.087
N 5.56436 -0.91055 0.12434 0.088
N 3.67547 -1.80126 -4.19837 0.057
N -10.74301 -0.09706 4.97671 0.016
N -5.78401 -1.25364 4.62523 0.007
C -4.35425 2.53442 3.33128 0.673
C -12.31974 -1.62912 4.74356 -0.367
C 8.91117 -4.96269 -0.63292 -0.521
C 2.94165 -0.30382 -5.65081 -0.540
C 0.52225 1.30678 3.25671 0.176
C -6.40105 -3.19477 3.76037 -0.631
C 1.06580 1.22064 1.83805 -0.457
C 1.35855 2.20466 4.18416 -1.154
C 5.65240 -0.08406 -9.65414 -0.300
C -7.55368 -2.37565 3.90583 -0.209
C 6.72606 1.71654 -10.46508 -0.394
C 4.69768 -0.06013 0.75657 -0.699
C -5.32673 -2.47393 4.21272 -0.509
C 4.69664 0.37737 -1.44910 -0.847
C 6.86920 -5.67806 -1.24099 -0.595
C 5.57181 -0.65052 -1.22088 -0.516
C -7.13795 -1.18692 4.44362 -0.565
C 8.25810 -5.97706 -1.27788 -0.368
C 3.91238 -1.12572 -6.28864 0.374
C 6.72235 -4.49189 -0.57378 -0.301
C 4.14049 0.75204 -0.19498 -0.144
C -3.28632 4.67240 3.58837 0.526
C -11.25476 0.06539 3.71811 -0.506
C 5.81243 2.14282 -9.53844 -0.496
C 4.34519 -2.04020 -5.36573 -0.860
C -2.41388 5.19379 2.50406 -0.926
C -4.87020 1.72693 2.17713 -0.859
C 6.62429 0.30037 -10.53857 -0.524
C 2.81943 -0.74979 -4.36150 -0.702
C -12.23773 -0.87127 3.54289 -0.373
C -0.39844 2.55824 0.50196 -0.744
C -11.38376 -1.12776 5.60772 -0.524
H -3.01953 5.81272 1.83679 0.450
H 0.65031 0.35008 1.31573 0.443
H 9.95848 -4.80544 -0.44109 0.379
H 5.57017 3.13120 -9.18764 0.361
H 4.48024 0.81178 -2.41105 0.547
H -4.10914 0.97670 1.95923 0.278
H -5.21212 -0.51559 4.99943 0.211
H 3.41587 1.53031 -0.01706 0.593
H 0.52035 0.28560 3.64903 0.435
H 5.06949 -2.83285 -5.44144 0.385
H -8.56966 -2.62707 3.64893 0.466
H -1.68096 5.83719 2.99357 0.443
H 2.14758 1.07915 1.88667 0.008
H -2.26745 2.82258 2.00437 -0.162
H -7.69059 -0.30257 4.70964 0.444
H -0.94111 1.60167 0.48207 0.337
H 7.39341 2.34797 -11.02727 0.389
H 2.20259 -0.40780 -3.54833 0.495
H 5.27057 -1.05984 -9.40767 0.317
H -10.87754 0.82693 3.05746 0.373
H 2.39656 0.51833 -6.08485 0.419
H -12.98803 -2.44888 4.94712 0.407
H 6.06965 -6.26857 -1.65602 0.393
H -6.36595 -4.19773 3.36914 0.387
H 4.55356 -0.10597 1.82276 0.371
H 6.11087 -1.61625 0.58044 0.154
H 7.19876 -0.35878 -11.16755 0.387
H -12.83152 -1.00092 2.65368 0.401
H -0.28473 2.89380 -0.53574 0.443
H -0.26175 4.15674 2.21534 -0.039
H -4.28204 -2.72581 4.27602 0.390
H -5.04738 2.32075 1.28521 0.303
H -5.77688 1.21221 2.49375 0.290
H 0.81467 3.09519 4.49883 0.278
H 3.79850 -2.31244 -3.34315 0.225
H 4.25452 -1.05943 -7.30714 0.159
H -1.80405 4.50550 0.28074 -0.042
H 4.44527 1.05697 -8.35038 0.157
H 2.25653 2.55201 3.66755 0.307
H 1.68728 1.66363 5.07029 0.344
H 5.83940 -3.92328 -0.33351 0.385
H -0.52513 1.62431 3.24997 -0.159
H 8.72247 -6.83869 -1.72691 0.394
H -11.11893 -1.41716 6.60997 0.365
H 8.18039 -3.21781 0.29108 0.186
H 6.19630 -1.21276 -1.89511 0.492
H -10.00912 0.45617 5.37793 0.224
```

- Multiplicity: 1
- Structure (SMILES): CCCOC[PH3]CC(=O)OC(C)=O.c1cc[nH]c1.c1cc[nH]c1.c1cc[nH]c1.c1cc[nH]c1.c1cc[nH]c1.c1cc[nH]c1
- Energy relative to the best compared isomer or geometry (same formula, charge and spin): 0.0 kcal/mol